# 1
A structure of composition C16H18F4IrN3O in a non-equilibrium geometry. Source: the OMol25 dataset; level of theory: ωB97M-V/def2-TZVPD.

Summary:
Gap between HOMO and LUMO (alpha / beta) in Ha: 0.24281 / 0.09355
HOMO energy (alpha / beta) in eV: -17.69 / -17.69
DFT total energy in eV: -37075.0310

The geometry in ORCA input format:
```
! wB97M-V def2-TZVPD RIJCOSX def2/J DEFGRID3
* xyz 3 6
Ir 0.235 -0.220 0.068
C 1.605 -0.059 -2.470
N 1.900 0.385 -1.085
C 3.159 -0.217 -0.592
C 1.998 1.866 -0.999
C 0.627 2.496 -1.043
N -0.212 1.825 -0.057
C -1.158 2.503 0.613
C -1.905 1.930 1.655
F -0.910 -0.428 1.574
C -2.819 2.551 2.438
F -3.441 1.921 3.416
C -3.098 3.908 2.186
C -2.436 4.539 1.139
F -2.690 5.796 0.857
C -1.509 3.878 0.348
F -0.992 4.528 -0.681
H 2.458 0.157 -3.122
H 0.741 0.465 -2.875
H 1.435 -1.136 -2.506
H 4.021 0.306 -1.013
H 3.227 -1.260 -0.895
H 3.234 -0.119 0.493
H 2.617 2.254 -1.811
H 2.480 2.123 -0.055
H 0.172 2.409 -2.036
H 0.741 3.560 -0.855
H -3.823 4.442 2.790
O -1.664 -1.222 -1.032
C -1.979 -2.383 -0.279
C -0.744 -3.067 0.175
C -0.798 -4.463 0.499
C 0.347 -5.124 0.899
C 1.520 -4.394 1.003
C 1.488 -2.995 0.716
N 0.397 -2.359 0.296
H -2.486 -0.767 -1.274
H -2.596 -3.070 -0.872
H -2.554 -2.134 0.633
H -1.740 -4.992 0.409
H 0.325 -6.181 1.135
H 2.445 -4.853 1.331
H 2.379 -2.400 0.876
*
```

---

# 2
A structure of composition C16H18FMoN3O3S3Sb in a non-equilibrium geometry. Source: the OMol25 dataset; level of theory: ωB97M-V/def2-TZVPD.

Summary:
Gap between HOMO and LUMO (alpha / beta) in Ha: 0.20748 / 0.18425
HOMO energy (alpha / beta) in eV: -12.72 / -12.27
DFT total energy in eV: -71098.8931

The geometry in ORCA input format:
```
! wB97M-V def2-TZVPD RIJCOSX def2/J DEFGRID3
* xyz 2 2
Mo 2.134 -2.019 -4.934
S 6.913 -1.965 -5.500
Sb 5.313 -3.525 -6.119
S 3.823 -3.302 -4.035
S 3.424 -1.882 -6.792
C -3.978 -0.308 -0.408
C -2.949 -1.431 -0.402
N -1.764 -1.129 -1.194
C -1.738 -1.560 -2.462
C -0.613 -1.570 -3.254
C -0.770 -2.055 -4.668
O -1.842 -2.254 -5.168
O 0.397 -2.224 -5.289
C 0.624 -1.134 -2.685
O 1.755 -1.281 -3.294
C 0.554 -0.514 -1.394
C 1.698 0.072 -0.846
C 1.647 0.703 0.367
F 2.779 1.272 0.811
C 0.456 0.794 1.114
C -0.677 0.165 0.577
C -0.658 -0.486 -0.659
N 0.395 1.408 2.362
C 1.618 1.785 3.056
C 1.287 2.055 4.534
N -0.012 1.410 4.836
C -1.119 2.103 4.131
C -0.675 2.337 2.675
H -4.803 -0.585 0.244
H -4.373 -0.147 -1.408
H -3.557 0.628 -0.052
H -3.404 -2.326 -0.827
H -2.633 -1.668 0.615
H -2.656 -1.944 -2.883
H 2.628 0.049 -1.392
H -1.593 0.207 1.143
H 2.083 2.677 2.621
H 2.326 0.961 2.982
H 1.202 3.121 4.745
H 2.064 1.639 5.177
H -0.185 1.369 5.844
H 0.042 0.451 4.468
H -1.327 3.051 4.627
H -2.010 1.481 4.187
H -0.311 3.364 2.554
H -1.513 2.209 1.996
*
```

---

# 3
A structure of composition C16H18IrN4O5. Source: the OMol25 dataset; level of theory: ωB97M-V/def2-TZVPD.

Summary:
Gap between HOMO and LUMO (alpha / beta) in Ha: 0.21805 / 0.27114
HOMO energy (alpha / beta) in eV: -6.37 / -7.82
ΔE to the lowest compared entry with this formula, charge and spin in kJ/mol: 0.00
DFT total energy in eV: -35921.4300

The geometry in ORCA input format:
```
! wB97M-V def2-TZVPD RIJCOSX def2/J DEFGRID3
* xyz 0 2
Ir -1.045 0.457 -0.838
C -3.173 -2.351 -3.260
C -2.433 -1.760 -2.090
O -2.194 -0.502 -2.205
C -2.073 -2.592 -1.037
C -1.340 -2.286 0.130
C -1.081 -3.364 1.137
N -0.868 -1.078 0.362
N -0.103 -0.871 1.506
C 0.272 0.369 1.586
O -0.018 1.282 0.684
C 1.042 0.820 2.770
C 1.351 2.167 2.925
C 2.070 2.597 4.029
C 2.484 1.684 4.988
C 2.169 0.339 4.841
C 1.450 -0.093 3.740
H -3.759 -1.578 -3.753
H -3.824 -3.166 -2.952
H -2.454 -2.745 -3.981
H -2.394 -3.619 -1.127
H -1.497 -4.309 0.800
H -1.522 -3.092 2.096
H -0.010 -3.468 1.306
H 1.012 2.874 2.181
H 2.307 3.647 4.142
H 3.048 2.018 5.849
H 2.487 -0.376 5.589
H 1.199 -1.137 3.615
N -1.173 2.190 -2.062
C -0.656 1.801 -3.394
C 0.516 0.856 -3.222
O 1.383 0.735 -4.072
N 0.497 0.168 -2.037
C 1.569 -0.584 -1.667
C 2.415 2.415 -0.611
O 3.196 1.817 -0.007
O 1.635 3.046 -1.198
H -0.555 2.881 -1.645
H -2.094 2.605 -2.144
H -1.451 1.273 -3.920
H -0.338 2.657 -3.986
H 1.515 -1.159 -0.758
H 2.435 -0.565 -2.308
*
```

---

# 4
An isolated molecule of C16H18N2O5 in a non-equilibrium geometry. Source: the OMol25 dataset; level of theory: ωB97M-V/def2-TZVPD.

Summary:
Gap between HOMO and LUMO in Ha: 0.32329
HOMO energy in eV: -9.17
ΔE to the lowest compared entry with this formula, charge and spin in kJ/mol: 295.96
DFT total energy in eV: -30099.6812
Structure (SMILES): CCOCn1c(C(=O)c2ccccc2)c(CC)c(=O)n(O)c1=O

The geometry in ORCA input format:
```
! wB97M-V def2-TZVPD RIJCOSX def2/J DEFGRID3
* xyz 0 1
C -1.531 1.890 3.436
C -0.199 2.141 2.751
O 0.372 0.876 2.422
C 1.721 1.011 1.930
N 1.597 1.078 0.464
C 1.322 -0.092 -0.328
C 0.982 -1.366 0.368
O 1.815 -2.039 0.936
C -0.378 -1.894 0.270
C -0.642 -3.274 0.351
C -1.967 -3.766 0.261
C -2.990 -2.839 0.084
C -2.733 -1.482 -0.071
C -1.453 -1.011 0.065
C 1.252 0.032 -1.723
C 0.912 -1.153 -2.648
C -0.441 -0.981 -3.352
C 1.537 1.363 -2.292
O 1.668 1.447 -3.494
N 1.844 2.458 -1.499
O 2.277 3.689 -2.069
C 1.845 2.285 -0.148
O 2.042 3.293 0.521
H -1.928 2.845 3.836
H -1.315 1.231 4.268
H -2.295 1.426 2.808
H -0.296 2.783 1.844
H 0.443 2.688 3.444
H 2.333 0.107 2.127
H 2.305 1.840 2.375
H 0.129 -4.005 0.398
H -2.244 -4.839 0.317
H -3.993 -3.204 0.057
H -3.572 -0.784 -0.167
H -1.277 0.094 0.028
H 0.958 -2.118 -2.141
H 1.708 -1.230 -3.396
H -0.689 -1.798 -4.064
H -1.262 -0.909 -2.658
H -0.443 -0.054 -3.955
H 2.585 4.261 -1.355
*
```